1.
The following is a quantum chemistry calculation of a cluster of 3 separate species, C19H39BBrCl4N2O3S in total in a non-equilibrium geometry, from OMol25.

Summary:
E_tot (eV): -161090.4319
E_HOMO (eV): -11.75
Charge: +1
2S+1: 1

CARTESIAN COORDINATES (ANGSTROEM)
C1 -5.298 -0.031 0.091
C2 -4.380 0.903 -0.947
C3 -3.306 1.706 0.009
O1 -2.018 2.008 -0.618
C4 -0.943 1.091 -0.214
B1 -0.308 1.621 1.245
O2 -0.531 3.016 1.764
N1 0.504 0.713 2.185
C5 1.356 1.562 3.144
C6 -0.472 -0.095 3.060
C7 -1.371 -0.493 -0.200
C8 -0.102 -1.547 -0.196
N2 0.666 -1.294 -1.479
C9 1.627 -2.415 -1.860
C10 0.894 -3.639 -2.715
C11 0.624 -4.974 -1.785
C12 1.328 0.080 -1.439
C13 2.564 0.104 -0.335
C14 4.066 0.172 -1.039
O3 4.593 -0.779 -1.818
Br1 5.237 1.776 -0.673
C15 0.288 1.337 -1.319
S1 1.125 3.023 -1.109
H1 -4.632 -0.556 0.923
H2 -5.841 -0.925 -0.478
H3 -6.100 0.614 0.678
H4 -3.898 0.151 -1.702
H5 -5.157 1.646 -1.449
H6 -3.260 1.142 1.031
H7 -3.816 2.759 0.245
H8 -0.765 3.632 0.995
H9 1.983 2.318 2.499
H10 2.065 0.801 3.721
H11 0.688 2.116 3.947
H12 -0.161 -1.224 3.100
H13 -0.543 0.300 4.160
H14 -1.548 -0.040 2.601
H15 -2.157 -0.775 0.641
H16 -1.943 -0.690 -1.230
H17 0.544 -1.521 0.779
H18 -0.567 -2.641 -0.254
H19 -0.062 -1.272 -2.255
H20 2.190 -2.850 -0.910
H21 2.394 -1.924 -2.631
H22 -0.039 -3.284 -3.331
H23 1.706 -3.972 -3.523
H24 -0.336 -4.810 -1.136
H25 0.501 -5.894 -2.528
H26 1.533 -5.207 -1.050
H27 1.866 0.196 -2.500
H28 2.588 -0.880 0.342
H29 2.518 1.002 0.413
H30 -0.274 1.404 -2.370
H31 2.154 2.993 -2.094
Cl1 0.274 -1.150 -4.951
C16 1.549 -0.027 -5.485
C17 1.149 0.745 -6.733
Cl2 1.055 -0.304 -8.170
H32 2.466 -0.603 -5.644
H33 1.724 0.669 -4.659
H34 1.896 1.513 -6.951
H35 0.179 1.238 -6.609
Cl3 -0.281 -0.609 7.430
C18 0.737 0.852 7.459
C19 -0.088 2.128 7.392
Cl4 -0.870 2.341 5.806
H36 1.448 0.788 6.630
H37 1.302 0.825 8.396
H38 0.558 2.997 7.546
H39 -0.869 2.144 8.160

Atomic forces in eV per Å
-0.118 -0.470 0.216
-1.043 -0.776 1.408
-2.061 0.999 0.022
-0.010 -1.887 0.779
1.261 0.346 0.602
0.007 1.543 2.414
0.398 -2.430 -3.502
-1.706 1.934 0.765
0.552 -0.308 0.345
-0.661 -0.879 -0.073
-0.343 -0.434 -1.106
-2.300 -0.784 1.192
-0.593 0.096 0.251
1.336 -1.140 -1.782
1.308 -0.744 0.270
-0.038 0.150 -0.413
2.416 1.684 -0.681
0.986 -0.223 0.757
2.238 -4.978 -3.840
-3.896 6.150 5.085
-1.418 -1.490 -0.205
-1.563 -1.309 -1.736
0.567 -1.162 -0.674
-1.205 1.132 -1.759
1.045 2.161 1.146
1.672 -1.346 -1.368
-0.773 1.813 1.259
2.057 -1.592 0.728
0.456 1.016 -1.842
1.305 -2.266 -0.468
0.110 -1.261 1.572
-1.131 -1.446 1.485
-1.307 1.719 -1.225
1.611 -1.007 -1.930
-0.536 2.020 -0.035
0.211 -0.645 -2.232
1.846 -0.204 0.982
1.925 0.710 -1.713
1.150 0.369 2.087
-0.970 0.369 -2.179
1.096 2.354 -0.061
1.069 0.127 0.928
-1.282 1.177 -2.050
-1.500 -1.037 2.087
1.709 -0.695 1.462
-1.793 0.899 1.725
1.758 -0.580 -1.255
0.072 1.961 1.853
-1.915 0.634 -1.744
-1.303 -0.315 2.265
-0.031 2.128 -1.627
-0.195 -1.719 -1.676
1.122 -0.320 2.202
-1.404 -0.376 1.062
-0.154 -0.037 0.072
0.448 0.439 -0.206
-0.054 0.121 0.046
-0.026 0.007 0.167
-0.266 0.031 -0.040
-0.080 -0.001 -0.180
-0.045 -0.173 0.134
0.192 -0.189 0.008
-0.013 0.006 -0.104
0.154 0.250 0.069
0.211 -0.044 0.410
-0.271 0.106 0.188
-0.215 0.027 0.110
-0.159 0.067 -0.132
-0.049 -0.182 -0.067
0.145 -0.095 -0.249

Here are the natural (NBO) charges for atoms 1 to 8, given in e: atom 1 (C): -0.64, atom 2 (C): -0.44, atom 3 (C): -0.10, atom 4 (O): -0.56, atom 5 (C): -0.13, atom 6 (B): 1.28, atom 7 (O): -0.95, atom 8 (N): -0.86

=====

2.
The following is a quantum chemistry calculation of a structure of composition C6H12O in a non-equilibrium geometry, from OMol25.

Summary:
E_tot (eV): -8457.8548
E_HOMO (eV): -7.46
Relative energy (zero: lowest compared OMol25 entry of this formula, charge and spin) (kcal/mol): 149.9
2S+1: 1

CARTESIAN COORDINATES (ANGSTROEM)
C1 0.682 -1.883 -1.746
C2 0.188 -1.052 -0.398
C3 0.823 -1.339 0.884
C4 -2.066 2.063 0.426
C5 -1.133 0.883 0.548
C6 -0.732 0.130 -0.549
H1 1.767 -1.695 -1.650
H2 0.549 -2.983 -1.633
H3 0.134 -1.570 -2.656
H4 1.480 -0.668 0.104
H5 0.752 -2.348 1.229
H6 -3.115 1.651 0.498
H7 -2.015 2.676 -0.496
H8 -1.896 2.885 1.167
H9 -0.763 0.499 1.584
H10 -1.166 0.250 -1.535
H11 1.987 0.101 1.724
H12 2.318 1.324 0.776
O1 2.206 1.076 1.722

Atomic forces in eV per Å
-1.471 0.087 2.132
0.036 -1.007 -0.171
-2.657 2.319 -1.539
-0.594 0.662 0.195
1.071 -1.603 -0.503
0.805 0.030 1.630
-0.641 -0.055 -1.075
-0.044 0.729 0.169
0.799 0.107 0.414
0.433 -0.564 1.272
1.848 -1.231 -0.912
0.904 0.694 0.181
0.160 -1.004 -0.065
-0.242 -1.199 0.043
-0.607 0.934 -1.987
0.206 0.498 -0.047
-0.247 1.227 -0.108
-0.129 -0.345 1.066
0.371 -0.279 -0.697

Here are the natural (NBO) charges for atoms 1 to 8, given in e: atom 1 (C): -0.67, atom 2 (C): 0.11, atom 3 (C): -0.69, atom 4 (C): -0.68, atom 5 (C): -0.04, atom 6 (C): -0.34, atom 7 (H): 0.23, atom 8 (H): 0.23

=====

3.
The following is a quantum chemistry calculation of a cluster of 10 separate species, C12H41NO13 in total in a non-equilibrium geometry, from OMol25.

Summary:
E_tot (eV): -41208.5752
Structure (SMILES): C[N+](=O)[O-].COC(=O)OC.CO.CO.CO.CO.CO.CO.CO.CO
E_HOMO (eV): -9.45
2S+1: 1

CARTESIAN COORDINATES (ANGSTROEM)
C1 -0.223 -1.989 -0.372
N1 -0.510 -0.694 -1.145
O1 0.312 0.194 -1.051
O2 -1.690 -0.482 -1.528
H1 -0.633 -1.921 0.635
H2 0.855 -2.117 -0.283
H3 -0.677 -2.789 -0.958
C2 2.037 7.080 2.760
O3 1.626 5.776 2.430
C3 1.246 5.393 1.171
O4 1.404 6.054 0.131
O5 0.670 4.186 1.233
C4 0.302 3.422 0.067
H4 1.228 7.808 2.722
H5 2.840 7.392 2.092
H6 2.404 7.013 3.784
H7 0.240 2.369 0.343
H8 0.947 3.623 -0.788
H9 -0.702 3.780 -0.164
C5 0.773 -5.492 -0.254
O6 0.181 -4.944 0.919
H10 0.106 -5.419 -1.114
H11 1.700 -4.987 -0.526
H12 1.022 -6.543 -0.104
H13 0.657 -5.212 1.708
C6 -2.920 -3.271 1.905
O7 -1.598 -3.261 2.291
H14 -3.247 -4.289 2.114
H15 -3.558 -2.485 2.310
H16 -2.982 -3.233 0.817
H17 -1.118 -3.908 1.769
C7 -3.620 2.450 -0.479
O8 -3.445 3.391 -1.461
H18 -4.567 1.922 -0.590
H19 -2.797 1.742 -0.578
H20 -3.622 2.812 0.550
H21 -3.589 2.895 -2.270
C8 -0.731 0.316 2.331
O9 -1.301 1.321 3.093
H22 0.327 0.428 2.568
H23 -1.000 -0.705 2.602
H24 -0.875 0.540 1.274
H25 -2.218 1.075 3.235
C9 -2.840 1.210 -4.084
O10 -3.936 2.135 -3.889
H26 -2.000 1.600 -3.509
H27 -3.046 0.326 -3.480
H28 -2.580 1.043 -5.129
H29 -4.700 1.596 -4.107
C10 3.069 0.382 0.788
O11 4.250 -0.031 1.426
H30 2.895 1.433 1.018
H31 3.199 0.343 -0.294
H32 2.235 -0.177 1.213
H33 4.943 0.165 0.790
C11 3.598 -3.226 1.433
O12 3.737 -2.999 2.764
H34 3.387 -4.278 1.240
H35 2.831 -2.601 0.976
H36 4.567 -2.949 1.018
H37 3.094 -3.590 3.162
C12 0.447 -1.389 -4.192
O13 1.067 -2.486 -3.544
H38 -0.608 -1.431 -3.922
H39 0.742 -0.353 -4.025
H40 0.373 -1.585 -5.261
H41 2.020 -2.380 -3.579

Atomic forces in eV per Å
0.174 0.079 -1.139
-2.315 0.930 1.892
0.219 -0.494 -0.709
2.435 -1.106 0.216
-0.349 0.290 -0.262
-0.138 0.165 -0.314
0.038 0.052 0.249
0.450 0.426 -0.468
-1.152 -1.829 -0.916
0.270 1.457 -1.989
-0.224 -1.384 2.589
1.050 0.226 1.158
-0.720 1.193 -0.076
-0.128 -0.135 -0.139
-0.001 0.155 0.043
-0.005 -0.001 -0.137
0.359 0.269 0.109
0.151 -0.112 0.214
-0.065 -0.263 -0.407
0.528 -0.401 -0.027
-0.336 0.248 -0.244
-0.255 0.137 0.350
0.049 0.237 0.095
-0.121 -0.106 -0.033
0.206 -0.160 -0.134
-0.740 -1.593 -1.349
1.496 1.351 1.079
-1.109 0.148 0.410
0.417 -0.138 0.398
-0.225 0.476 -0.356
0.097 -0.175 -0.229
0.171 -1.430 0.826
-0.015 1.460 -0.223
-0.206 -0.276 -0.048
-0.016 -0.577 0.450
0.192 0.632 -0.181
-0.142 0.323 -0.683
1.518 0.044 -0.233
-1.281 0.411 0.891
0.282 -0.335 -0.422
-0.352 -0.023 -0.042
-0.069 -0.396 -0.270
-0.155 0.319 0.122
0.129 0.436 1.535
0.452 -0.747 -0.647
0.232 0.411 -0.493
-0.155 -0.531 -0.682
-0.164 -0.076 0.097
-0.428 0.380 0.073
-0.090 0.892 0.226
0.661 -0.367 -0.056
-0.276 0.234 0.059
-0.606 -0.480 -0.106
-0.014 -0.181 -0.486
0.334 -0.066 0.332
0.751 0.100 -1.863
-0.520 -0.172 2.356
0.032 -0.173 -0.387
-0.193 0.063 -0.187
-0.164 -0.157 -0.604
0.076 0.311 0.726
-1.712 -0.501 -0.926
0.336 0.560 0.496
-0.047 0.027 0.427
0.768 -0.269 0.416
0.539 0.206 -0.296
0.077 0.006 -0.069

Here are the natural (NBO) charges for atoms 1 to 8, given in e: atom 1 (C): -0.48, atom 2 (N): 0.53, atom 3 (O): -0.36, atom 4 (O): -0.41, atom 5 (H): 0.26, atom 6 (H): 0.23, atom 7 (H): 0.23, atom 8 (C): -0.24

=====

| no. | frontier orbital gap (hartree) |
| --- | --- |
| 1 | 0.3209 |
| 2 | 0.2569 |
| 3 | 0.3373 |